# 1
{"formula": "C4H11AsN5ReS4", "method": "the ωB97M-V functional and the def2-TZVPD basis", "charge": 1, "total_energy_ev": -118081.270, "lumo_ev": [-4.17, -4.91], "spin_multiplicity": 2, "gap_ev": [6.48, 5.45], "s2": 0.76, "e_homo_ev": [-10.65, -10.36], "de_lowest_kcal_mol": 0.0, "elements": ["Re", "C", "N", "C", "C", "N", "N", "C", "N", "N", "H", "H", "H", "H", "H", "H", "H", "H", "H", "H", "H", "S", "As", "S", "S", "S"], "xyz": [[-1.2686, -1.4493, 1.0395], [2.0300, -0.3894, -2.2886], [1.6337, 0.7001, -1.3920], [2.3020, 1.9973, -1.5001], [0.6946, 0.4623, -0.4743], [0.0802, -0.6899, -0.3509], [0.3838, 1.5204, 0.3586], [-0.5821, 1.5792, 1.3354], [-0.7028, 2.7734, 1.9300], [-1.3221, 0.5548, 1.6463], [2.8197, -0.0345, -2.9409], [1.1949, -0.7080, -2.9142], [2.4143, -1.2401, -1.7238], [3.0344, 1.9454, -2.2971], [2.8402, 2.2501, -0.5835], [1.5987, 2.7920, -1.7588], [0.3626, -1.3560, -1.0534], [0.8983, 2.3691, 0.1999], [-0.1260, 3.5618, 1.6950], [-1.3600, 2.8957, 2.6812], [-2.0132, 0.7766, 2.3509], [-2.7992, -5.8673, 0.0128], [-3.0737, -4.2119, 1.2173], [-1.2122, -3.3335, 2.1932], [-3.1332, -2.1720, 0.1756], [-4.6943, -4.7264, 2.4419]], "forces_ev_per_a": [[-0.7, -0.2, -0.3], [0.0, 0.0, 0.0], [0.1, 0.0, 0.0], [0.0, 0.0, 0.0], [-0.1, -0.1, -0.1], [0.2, 0.2, 0.2], [0.0, 0.0, 0.0], [-0.1, 0.0, 0.0], [0.0, 0.0, 0.0], [0.3, 0.1, -0.1], [0.0, 0.0, 0.0], [0.0, 0.0, 0.0], [0.0, 0.0, 0.0], [0.0, 0.0, 0.0], [0.0, 0.0, 0.0], [0.0, 0.0, 0.0], [0.0, 0.0, 0.0], [0.0, 0.0, 0.0], [0.0, 0.0, 0.0], [0.0, 0.0, 0.0], [0.0, 0.0, 0.0], [-0.2, -0.2, 0.1], [0.0, -0.1, 0.1], [0.1, 0.4, -0.2], [0.6, 0.2, 0.3], [-0.1, -0.3, -0.1]], "lowdin_spin": [-0.005, 0.000, 0.000, 0.000, 0.000, 0.000, 0.000, 0.000, 0.000, 0.000, 0.000, 0.000, 0.000, 0.000, 0.000, 0.000, 0.000, 0.000, 0.000, 0.000, 0.000, 0.411, -0.012, 0.002, 0.001, 0.603]}

# 2
{"formula": "C3H7ClCrNO", "method": "the ωB97M-V functional and the def2-TZVPD basis", "charge": 1, "total_energy_ev": -47691.553, "lumo_ev": [-4.07, -8.97], "spin_multiplicity": 9, "gap_ev": [4.27, 7.55], "s2": 20.01, "e_homo_ev": [-8.33, -16.52], "de_lowest_kcal_mol": 6.2, "elements": ["Cr", "Cl", "C", "C", "O", "N", "C", "H", "H", "H", "H", "H", "H", "H"], "xyz": [[-1.4010, -1.4588, 4.8556], [-1.2708, -0.0177, 2.8338], [0.8646, -1.5889, 0.0093], [0.6459, -0.2965, -0.8201], [1.1752, -0.3080, -1.9388], [-0.1180, 0.6702, -0.3343], [-0.3938, 1.8387, -1.1649], [1.0416, -2.4169, -0.6750], [-0.0752, -1.7503, 0.5326], [1.7331, -1.4744, 0.6527], [-0.7880, 0.3383, 0.3577], [-0.2581, 2.7872, -0.6542], [-1.3919, 1.7591, -1.6002], [0.2364, 1.9181, -2.0541]], "forces_ev_per_a": [[-0.1, -0.8, 1.2], [0.0, 0.8, -1.1], [-0.1, 0.2, -1.0], [-1.2, -0.4, 1.9], [0.7, 0.3, -0.6], [0.9, -0.9, -1.3], [-0.6, 0.7, -1.0], [0.0, 0.0, 0.1], [0.1, -0.1, 0.3], [-0.1, 0.2, 0.1], [0.3, 0.6, 0.3], [-0.2, -0.2, 0.5], [-0.1, 0.1, 0.4], [0.4, -0.5, 0.3]], "lowdin_spin": [5.713, 1.257, 0.098, 0.090, 0.761, 0.035, 0.011, 0.000, 0.017, 0.005, 0.008, 0.001, 0.000, 0.005]}

# 3
{"formula": "C48H49IrN4O5P2Si", "method": "the ωB97M-V functional and the def2-TZVPD basis", "total_energy_ev": -96053.200, "lumo_ev": [0.45, -1.56], "spin_multiplicity": 5, "gap_ev": [7.37, 6.34], "s2": 6.04, "e_homo_ev": [-6.92, -7.91], "de_lowest_kcal_mol": 90.0, "elements": ["Ir", "O", "C", "C", "C", "C", "C", "C", "P", "C", "C", "C", "C", "C", "C", "C", "C", "C", "C", "C", "C", "C", "C", "C", "C", "C", "C", "P", "C", "C", "C", "C", "C", "C", "C", "C", "C", "C", "C", "C", "H", "H", "H", "H", "H", "H", "H", "H", "H", "H", "H", "H", "H", "H", "H", "H", "H", "H", "H", "H", "H", "H", "H", "H", "H", "H", "H", "H", "C", "Si", "C", "C", "C", "C", "C", "C", "C", "C", "H", "H", "H", "H", "H", "H", "H", "H", "H", "H", "H", "H", "H", "H", "H", "H", "H", "H", "H", "H", "H", "O", "N", "O", "O", "O", "N", "C", "C", "N", "C", "N"], "xyz": [[0.0430, 0.0339, 0.4876], [2.5946, 0.0093, 2.4334], [3.8097, 0.3821, 1.9395], [4.8875, 0.7655, 2.7207], [6.0796, 1.1025, 2.0960], [6.1962, 1.0480, 0.7127], [5.0896, 0.7146, -0.0528], [3.8740, 0.4106, 0.5511], [2.3533, 0.1280, -0.4249], [2.4239, 1.2787, -1.8213], [3.0843, 2.5040, -1.7718], [3.0369, 3.3606, -2.8630], [2.3254, 3.0065, -4.0009], [1.6337, 1.8026, -4.0400], [1.6745, 0.9471, -2.9513], [2.6879, -1.5292, -1.0755], [2.1898, -2.5127, -0.0564], [2.2768, -3.9938, -0.4016], [2.1382, -4.1877, -1.8913], [2.7907, -3.2484, -2.8052], [3.0011, -1.9428, -2.3606], [2.3666, -0.6688, 3.5961], [3.3206, -1.4113, 4.2741], [2.9437, -2.0929, 5.4233], [1.6344, -2.0455, 5.8757], [0.6843, -1.3320, 5.1567], [1.0347, -0.6372, 4.0041], [-0.1823, 0.2436, 2.9499], [-0.1795, 1.9479, 3.5513], [0.6078, 2.3728, 4.6161], [0.5750, 3.7024, 5.0142], [-0.2433, 4.6089, 4.3549], [-1.0333, 4.1882, 3.2921], [-1.0003, 2.8625, 2.8893], [-1.7309, -0.4741, 3.5689], [-2.0023, -1.7949, 3.2010], [-3.1248, -2.4371, 3.6984], [-3.9886, -1.7615, 4.5547], [-3.7264, -0.4463, 4.9115], [-2.5945, 0.1984, 4.4247], [4.7947, 0.8142, 3.7968], [6.9249, 1.4083, 2.7000], [7.1371, 1.2847, 0.2325], [5.1649, 0.7005, -1.1339], [3.6059, 2.8068, -0.8723], [3.5488, 4.3132, -2.8159], [2.2968, 3.6755, -4.8520], [1.0456, 1.5379, -4.9102], [1.1095, 0.0198, -2.9726], [2.5423, -2.2884, 0.9590], [2.9511, -4.6342, 0.1647], [1.7047, -6.2606, -1.6050], [2.9878, -3.5305, -3.8320], [3.3711, -1.2119, -3.0728], [4.3369, -1.4696, 3.9110], [3.6860, -2.6679, 5.9633], [1.3443, -2.5790, 6.7713], [-0.3451, -1.3266, 5.4925], [1.2491, 1.6696, 5.1345], [1.1926, 4.0307, 5.8408], [-0.2592, 5.6468, 4.6627], [-1.6622, 4.8933, 2.7633], [-1.5955, 2.5421, 2.0410], [-1.3349, -2.3128, 2.5200], [-3.3259, -3.4626, 3.4123], [-4.8665, -2.2617, 4.9438], [-4.4002, 0.0810, 5.5761], [-2.3933, 1.2253, 4.7070], [-3.5503, 0.2392, 0.8858], [-2.2701, 0.0771, -0.4863], [-2.6788, -1.5819, -1.3785], [-2.6829, -2.7369, -0.3645], [-4.0821, -1.6013, -2.0090], [-1.6399, -1.8544, -2.4767], [-2.5724, 1.6607, -1.5633], [-2.7676, 2.8808, -0.6427], [-3.8601, 1.5498, -2.3968], [-1.4134, 1.9354, -2.5275], [-4.5019, 0.5595, 0.4449], [-3.2698, 0.9792, 1.6395], [-3.7127, -0.7085, 1.4023], [-3.5363, -2.6653, 0.3170], [-1.7828, -2.7746, 0.2399], [-2.7776, -3.6887, -0.9061], [-4.8562, -1.2498, -1.3200], [-4.3262, -2.6395, -2.2688], [-4.1457, -1.0193, -2.9219], [-0.6226, -1.8866, -2.0723], [-1.6722, -1.0865, -3.2569], [-1.8389, -2.8219, -2.9587], [-3.5853, 2.7232, 0.0674], [-3.0372, 3.7470, -1.2606], [-1.8670, 3.1408, -0.0917], [-4.7105, 1.1591, -1.8325], [-3.7210, 0.9286, -3.2813], [-4.1343, 2.5518, -2.7484], [-0.4841, 2.1167, -1.9928], [-1.6289, 2.8299, -3.1297], [-1.2587, 1.1022, -3.2212], [1.9939, 2.4010, 1.1410], [1.0328, 2.8856, 0.5461], [0.8592, 4.0754, 0.3693], [0.0709, 2.0953, 0.1366], [0.0292, -1.9193, 0.8736], [0.7264, -2.5853, -0.1290], [0.7179, -4.0612, -0.2243], [0.6439, -4.4536, -1.7185], [1.4888, -5.4530, -2.1824], [0.0362, -4.8455, 0.7997], [-0.4847, -5.4779, 1.6051]], "forces_ev_per_a": [[0.3, -0.1, 0.5], [-0.1, 0.1, 0.2], [0.0, -0.2, 0.0], [0.1, 0.0, 0.0], [0.0, 0.0, 0.0], [0.0, 0.0, 0.1], [0.0, 0.0, 0.0], [0.0, 0.1, -0.1], [-0.1, -0.1, 0.0], [0.0, -0.1, 0.0], [0.0, 0.1, 0.0], [0.0, 0.0, 0.0], [0.0, 0.0, 0.0], [0.0, 0.0, 0.0], [0.1, -0.1, -0.1], [-0.1, -0.1, 0.0], [0.1, 0.1, 0.1], [0.2, 0.0, 0.3], [0.0, 0.3, -0.2], [-0.1, -0.1, 0.1], [0.1, -0.1, 0.0], [0.1, 0.0, -0.2], [0.0, 0.0, 0.0], [0.0, 0.0, 0.0], [0.0, 0.0, 0.0], [0.0, 0.0, 0.0], [-0.1, 0.0, -0.1], [0.1, 0.0, -0.3], [0.0, 0.0, 0.0], [0.0, 0.0, 0.0], [0.0, 0.0, 0.0], [0.0, 0.0, 0.0], [0.0, 0.0, 0.0], [0.0, 0.0, 0.0], [0.1, -0.2, 0.0], [0.0, 0.0, 0.0], [0.0, 0.1, 0.0], [0.0, 0.0, 0.0], [0.0, 0.0, 0.0], [-0.1, 0.0, 0.0], [0.0, 0.0, 0.0], [0.0, 0.0, 0.0], [0.0, 0.0, 0.0], [0.0, 0.0, 0.0], [0.0, 0.0, 0.0], [0.0, 0.0, 0.0], [0.0, 0.0, 0.0], [0.0, 0.0, 0.0], [0.0, 0.0, 0.0], [-0.1, 0.0, 0.0], [0.0, 0.0, -0.1], [0.0, 0.0, 0.1], [0.0, 0.0, 0.1], [-0.1, 0.0, 0.0], [0.0, 0.0, 0.0], [0.0, 0.0, 0.0], [0.0, 0.0, 0.0], [0.0, 0.0, 0.0], [0.0, 0.0, 0.0], [0.0, 0.0, 0.0], [0.0, 0.0, 0.0], [0.0, 0.0, 0.0], [0.0, 0.0, 0.0], [0.0, 0.0, 0.1], [0.0, 0.0, 0.0], [0.0, 0.0, 0.0], [0.0, 0.0, 0.0], [0.0, 0.0, 0.0], [0.0, -0.1, 0.3], [-0.1, 0.3, -0.2], [0.1, 0.0, -0.1], [0.0, -0.1, 0.0], [0.0, -0.1, 0.0], [0.0, 0.0, 0.0], [0.1, 0.0, -0.1], [0.0, 0.0, 0.0], [0.0, 0.0, 0.0], [-0.1, 0.1, -0.1], [0.1, 0.0, 0.0], [-0.1, 0.0, -0.1], [0.0, 0.1, 0.0], [0.0, 0.0, -0.1], [0.0, 0.0, 0.0], [0.0, 0.1, 0.0], [0.0, 0.0, 0.0], [0.0, 0.1, 0.0], [0.0, 0.1, -0.1], [-0.1, 0.0, 0.0], [0.0, 0.0, 0.0], [0.0, 0.1, 0.0], [0.0, 0.0, -0.1], [0.0, 0.0, 0.0], [0.0, 0.0, 0.0], [0.0, 0.0, 0.0], [0.0, 0.0, 0.0], [0.0, -0.1, 0.0], [-0.1, 0.0, -0.1], [0.0, -0.1, 0.0], [0.0, 0.1, 0.0], [0.0, 0.1, -0.3], [-0.7, 0.1, 0.7], [0.3, -0.2, -0.2], [0.1, 0.2, -0.1], [0.4, -0.4, 0.1], [-0.4, 0.3, -0.3], [-0.2, -0.4, 0.2], [0.0, 0.1, 0.1], [0.1, -0.1, -0.2], [0.1, 0.3, -0.2], [0.0, 0.0, 0.0]], "lowdin_spin": [1.027, 0.024, 0.006, 0.001, 0.003, 0.001, 0.011, 0.042, 0.165, 0.009, 0.004, 0.001, 0.006, 0.000, 0.012, 0.355, 0.045, 0.045, 0.100, 0.364, 0.020, 0.005, 0.000, 0.004, 0.001, 0.007, 0.021, 0.128, 0.010, 0.007, 0.000, 0.005, -0.001, 0.006, 0.017, 0.007, -0.001, 0.005, 0.000, 0.007, 0.000, 0.000, 0.000, 0.001, 0.000, 0.000, 0.000, 0.000, 0.004, 0.004, 0.012, 0.010, 0.021, -0.005, 0.000, 0.000, 0.000, 0.001, 0.000, 0.000, 0.000, 0.000, 0.001, 0.000, 0.000, 0.000, 0.000, 0.000, 0.043, 0.186, 0.030, 0.002, 0.008, 0.024, 0.020, 0.001, 0.005, 0.007, 0.006, 0.001, 0.000, 0.000, 0.000, 0.001, 0.001, 0.002, 0.000, 0.015, 0.001, 0.005, 0.000, 0.000, 0.000, 0.000, 0.000, 0.001, 0.003, 0.000, 0.001, 0.005, 0.000, 0.001, 0.016, 0.121, 0.055, 0.106, 0.647, 0.144, 0.005, 0.016]}

# 4
{"formula": "BrHIN", "method": "the ωB97M-V functional and the def2-TZVPD basis", "total_energy_ev": -79647.210, "lumo_ev": -1.78, "gap_ev": 7.86, "e_homo_ev": -9.64, "de_lowest_kcal_mol": 8.7, "elements": ["N", "Br", "I", "H"], "xyz": [[0.6247, 0.4707, 0.5421], [0.5469, 2.1627, -0.0595], [2.7784, -0.2287, -0.0407], [0.0003, 0.0633, -0.1539]], "forces_ev_per_a": [[1.9, -1.7, -0.2], [-0.3, 2.4, -0.3], [-2.0, 0.2, 0.5], [0.4, -0.9, 0.0]], "nbo_charge": [-0.749, 0.212, 0.177, 0.359]}